{"formula": "C36H54N5OPPdSi", "method": "ωB97M-V/def2-TZVPD", "elements": ["Pd", "O", "P", "C", "C", "C", "C", "C", "C", "C", "C", "C", "C", "C", "C", "C", "C", "C", "C", "C", "C", "H", "H", "H", "H", "H", "H", "H", "H", "H", "H", "H", "H", "H", "H", "H", "N", "C", "N", "C", "N", "C", "C", "C", "C", "N", "N", "H", "H", "H", "H", "H", "H", "H", "H", "H", "H", "H", "H", "C", "C", "C", "C", "Si", "C", "C", "C", "C", "C", "C", "C", "C", "H", "H", "H", "H", "H", "H", "H", "H", "H", "H", "H", "H", "H", "H", "H", "H", "H", "H", "H", "H", "H", "H", "H", "H", "H", "H", "H"], "coordinates": [[-0.21787, -0.15487, 0.02001], [1.88843, -0.01907, -0.90369], [2.73103, -0.65407, 0.14861], [2.42053, -2.44547, 0.27501], [1.31363, -2.94287, -0.40029], [1.09213, -4.30767, -0.46029], [1.97223, -5.17837, 0.15891], [3.07403, -4.68377, 0.83871], [3.30633, -3.32057, 0.89311], [2.68333, 0.22033, 1.74441], [3.52173, -0.15867, 2.78501], [3.48113, 0.52383, 3.98821], [2.60433, 1.58383, 4.15761], [1.76583, 1.96303, 3.12131], [1.80633, 1.28523, 1.91541], [4.48623, -0.58747, -0.34859], [4.90253, -1.46737, -1.34019], [6.22333, -1.47817, -1.74709], [7.12963, -0.60517, -1.16629], [6.71013, 0.29803, -0.20429], [5.38743, 0.31163, 0.20331], [0.62003, -2.23927, -0.87379], [0.23383, -4.69437, -0.98719], [1.79513, -6.24327, 0.11611], [3.75833, -5.36577, 1.32181], [4.18283, -2.94737, 1.40381], [4.18833, -1.00007, 2.66251], [4.10933, 0.20603, 4.80601], [2.55023, 2.09083, 5.10981], [1.06193, 2.77193, 3.26021], [1.12433, 1.55753, 1.10711], [4.18423, -2.15247, -1.77199], [6.55223, -2.17377, -2.50509], [8.16603, -0.62787, -1.46479], [7.41673, 0.98513, 0.23811], [5.06203, 1.00483, 0.96761], [0.19943, -1.26677, 1.92881], [0.38593, -1.11917, 3.07881], [0.45823, -0.98307, 4.31451], [1.31363, -1.30277, 5.21301], [2.02793, -1.52987, 6.09111], [0.40163, 5.31343, -0.03539], [-0.28927, 4.76403, -1.29269], [0.65943, 4.84223, -2.48929], [-1.55627, 5.57313, -1.58159], [-0.76427, 3.38753, -1.09329], [0.19073, 2.32663, -1.07949], [0.60993, 6.37403, -0.14649], [1.34783, 4.80543, 0.14881], [-0.24467, 5.17623, 0.83101], [0.92763, 5.87973, -2.67029], [0.18203, 4.45173, -3.38459], [1.58013, 4.28933, -2.30649], [-1.31627, 6.60973, -1.79509], [-2.23017, 5.53493, -0.73049], [-2.07657, 5.15243, -2.43629], [-1.27807, 3.35753, -0.21589], [1.09763, 2.63973, -0.71799], [0.34633, 2.03863, -2.04739], [-2.19327, -3.42917, -1.59599], [-2.76257, -2.72937, -0.36119], [-2.04617, -3.30397, 0.86471], [-4.24017, -3.10007, -0.24299], [-2.45947, -0.76177, -0.50909], [-2.86397, -0.10987, -2.35259], [-4.13837, -0.69617, -2.95129], [-2.99927, 1.41093, -2.37459], [-1.66687, -0.47177, -3.23759], [-3.41637, 0.23773, 0.92271], [-3.28537, -0.48147, 2.26351], [-2.75257, 1.60453, 1.09581], [-4.89797, 0.44423, 0.61881], [-2.16427, -4.50647, -1.43059], [-1.18597, -3.08197, -1.80619], [-2.80617, -3.25387, -2.47519], [-2.03237, -4.39237, 0.80191], [-2.56687, -3.04007, 1.77831], [-1.02117, -2.94807, 0.94191], [-4.32547, -4.17787, -0.09689], [-4.80587, -2.83257, -1.13169], [-4.69597, -2.61727, 0.61571], [-5.00407, -0.47047, -2.33459], [-4.07177, -1.77227, -3.06939], [-4.30847, -0.26777, -3.93959], [-3.89017, 1.74543, -1.85059], [-3.08067, 1.76443, -3.40269], [-2.13067, 1.88183, -1.93059], [-1.61787, -1.53827, -3.42219], [-0.73057, -0.16307, -2.76099], [-1.74077, 0.02773, -4.20199], [-2.24297, -0.70727, 2.47861], [-3.85557, -1.40457, 2.27741], [-3.66767, 0.15323, 3.06521], [-1.67417, 1.47973, 1.28861], [-3.19337, 2.12423, 1.94771], [-2.90247, 2.22093, 0.21651], [-5.40827, -0.50717, 0.50351], [-5.04347, 1.01353, -0.29449], [-5.37097, 0.98693, 1.43921]], "atomic_forces_ev_per_a": [[0.1, 0.6, 0.6], [-1.3, 0.3, -0.4], [2.0, -0.6, 0.9], [0.0, 0.5, -0.1], [0.0, 0.2, -0.1], [0.0, 0.0, -0.1], [0.0, 0.0, 0.0], [0.1, -0.1, 0.1], [0.0, 0.1, 0.0], [0.1, -0.2, -0.4], [-0.1, 0.0, -0.1], [0.1, 0.0, 0.1], [0.0, 0.0, 0.0], [0.0, 0.1, 0.0], [0.0, 0.2, -0.3], [-0.6, 0.0, 0.2], [0.0, -0.1, 0.0], [0.0, -0.1, -0.1], [0.0, 0.1, 0.0], [0.1, 0.1, 0.0], [0.0, 0.1, 0.1], [0.2, -0.4, 0.0], [-0.1, 0.0, 0.0], [0.0, -0.1, 0.0], [0.1, 0.0, 0.0], [0.1, 0.0, 0.0], [0.1, 0.0, 0.0], [0.0, 0.0, 0.1], [0.0, 0.0, 0.1], [0.0, 0.0, 0.0], [0.3, 0.1, 0.2], [0.1, -0.1, -0.1], [0.0, 0.0, -0.1], [0.1, 0.0, -0.1], [0.0, 0.0, 0.0], [0.0, 0.0, 0.0], [-0.2, 0.4, -0.6], [-0.1, -0.6, -0.9], [-1.3, 0.7, 0.2], [0.7, -0.3, 0.4], [0.5, -0.2, 0.5], [-0.1, -0.2, -0.3], [0.1, 0.3, -0.1], [-0.2, -0.1, 0.2], [0.2, -0.2, 0.0], [0.0, -0.1, 0.1], [0.1, 0.2, -0.1], [0.1, 0.1, 0.0], [0.1, -0.1, 0.1], [0.0, 0.0, 0.1], [0.0, 0.1, 0.0], [0.0, -0.1, -0.1], [0.1, 0.0, 0.0], [0.0, 0.2, 0.1], [-0.1, 0.1, 0.2], [-0.1, -0.1, -0.1], [0.1, -0.1, -0.1], [-0.2, -0.2, -0.1], [0.0, 0.0, 0.3], [-0.1, 0.3, 0.0], [0.1, 0.5, 0.0], [0.1, 0.3, -0.1], [0.0, 0.2, 0.0], [-1.3, -0.6, -0.5], [0.1, -0.1, 0.5], [0.1, -0.1, 0.2], [0.1, -0.2, 0.3], [0.0, 0.0, 0.3], [0.3, -0.2, -0.3], [0.1, -0.1, -0.2], [0.1, -0.2, -0.1], [0.2, -0.1, -0.2], [0.0, -0.2, 0.0], [0.2, -0.1, -0.1], [0.0, 0.0, -0.2], [0.0, -0.2, 0.0], [0.0, 0.1, 0.2], [0.0, -0.1, 0.1], [0.0, -0.2, 0.0], [-0.1, 0.0, -0.1], [-0.2, 0.0, 0.1], [-0.2, 0.0, 0.1], [-0.1, -0.2, 0.0], [0.0, 0.1, -0.2], [-0.1, 0.1, 0.1], [0.0, 0.0, -0.2], [0.0, 0.2, 0.0], [0.1, -0.2, -0.1], [0.1, 0.0, -0.1], [-0.1, 0.1, -0.2], [0.0, -0.1, 0.1], [0.0, -0.2, 0.1], [-0.1, 0.1, 0.1], [-0.1, 0.2, 0.0], [0.0, 0.1, 0.2], [0.1, 0.1, -0.2], [-0.2, -0.1, 0.0], [-0.1, 0.1, -0.1], [-0.1, 0.1, 0.1]], "mulliken_spin": [1.42, 0.06, 0.05, 0.01, -0.03, 0.01, 0.00, 0.00, 0.00, -0.01, 0.00, 0.00, 0.00, 0.00, 0.03, 0.00, 0.00, 0.00, 0.00, 0.00, 0.00, 0.01, 0.00, 0.00, 0.00, 0.00, 0.00, 0.00, 0.00, 0.00, -0.02, 0.00, 0.00, 0.00, 0.00, 0.00, 0.03, 0.03, 0.01, 0.00, 0.00, 0.00, 0.00, 0.00, 0.00, 0.00, 0.03, 0.00, 0.00, 0.00, 0.00, 0.00, 0.00, 0.00, 0.00, 0.00, 0.00, 0.00, 0.00, 0.03, 0.05, 0.03, 0.02, -0.27, 0.15, 0.03, 0.03, 0.05, 0.08, 0.07, 0.10, 0.04, 0.00, -0.02, 0.00, 0.00, 0.00, -0.02, 0.00, 0.00, 0.00, -0.01, 0.00, 0.00, 0.00, 0.00, 0.02, 0.01, 0.02, 0.00, -0.02, 0.00, 0.00, -0.02, 0.00, -0.01, 0.00, 0.00, 0.01], "energy_ha": -2511.87044, "spin_multiplicity": 3, "charge": 0, "s_squared": 2.004}